Computed, not measured: a molecular structure, C33H28N2O7PS2Sn at a distorted geometry, with ωB97M-V/def2-TZVPD.

Output
Charge ... +1
HOMO energy ... -11.30 eV
Energy ... -88772.63698 eV

Positions of all 74 atoms, in Å:
Sn: -0.595 -0.024 -2.318
C: -0.706 3.158 -1.049
O: -0.708 1.792 -0.623
C: -1.109 1.538 0.630
C: -2.419 1.516 1.066
C: -2.780 1.217 2.440
C: -1.833 0.865 3.376
C: -0.534 0.827 2.938
C: -0.173 1.169 1.636
N: 1.187 1.281 1.307
N: 1.849 0.270 1.572
C: 3.163 0.464 1.189
C: 3.539 0.578 -0.140
O: 2.493 1.303 -2.112
C: 5.019 0.787 -0.470
C: 6.028 0.470 0.594
C: 5.524 0.701 1.954
C: 6.430 0.820 2.971
C: 5.978 0.935 4.273
C: 4.646 0.971 4.620
C: 3.715 0.771 3.613
C: 4.206 0.629 2.311
H: 0.228 3.605 -0.758
H: -1.611 3.604 -0.670
H: -0.817 3.199 -2.140
H: -3.188 1.818 0.334
H: -3.805 1.284 2.705
H: -2.018 0.596 4.416
H: 0.203 0.576 3.734
H: 6.994 1.115 0.473
H: 6.364 -0.616 0.397
H: 7.470 0.817 2.732
H: 6.702 0.901 5.076
H: 4.329 1.101 5.690
H: 2.632 0.616 3.859
O: 2.014 2.879 -5.805
C: 1.331 3.008 -4.669
O: 0.269 2.509 -4.438
C: 2.264 3.815 -3.727
O: 2.120 3.471 -2.375
C: 3.113 2.639 -1.873
C: 2.416 0.487 -1.112
O: 5.394 1.010 -1.611
O: 1.584 -0.404 -0.964
H: 1.397 2.430 -6.420
H: 2.033 4.877 -3.783
H: 3.279 3.726 -4.073
H: 3.168 2.776 -0.836
H: 4.065 2.739 -2.384
S: -3.353 -0.093 -2.210
P: -2.948 -1.668 -1.005
S: -0.949 -1.784 -0.582
C: -3.380 -3.171 -1.882
C: -4.652 -3.311 -2.395
C: -5.011 -4.540 -3.025
C: -4.119 -5.597 -3.039
C: -2.822 -5.430 -2.537
C: -2.433 -4.239 -2.019
C: -3.821 -1.702 0.568
C: -3.267 -2.442 1.604
C: -4.036 -2.694 2.719
C: -5.324 -2.248 2.844
C: -5.880 -1.599 1.757
C: -5.167 -1.302 0.639
H: -5.458 -2.592 -2.123
H: -5.960 -4.647 -3.494
H: -4.292 -6.520 -3.570
H: -2.122 -6.281 -2.685
H: -1.462 -4.216 -1.536
H: -2.264 -2.839 1.518
H: -3.555 -3.155 3.573
H: -6.043 -2.468 3.610
H: -6.923 -1.299 1.920
H: -5.603 -0.780 -0.204